Entry 1:
Below is H12LiO6 as an isolated structure, with properties calculated with the ωB97M-V functional and the def2-TZVPD basis.

Summary:
Multiplicity   1
Frontier orbital gap   0.400 Ha
HOMO level   -14.35 eV
Total charge   +1

Geometry (Å):
Li 9.631 8.607 11.811
O 7.901 7.889 10.991
H 7.684 8.303 10.148
H 7.132 7.369 11.254
O 10.014 6.776 12.722
H 9.945 5.884 12.356
H 10.675 6.719 13.423
O 8.463 10.056 12.852
H 7.501 10.107 12.789
H 8.771 10.925 12.566
O 7.318 7.288 14.069
H 7.429 8.243 14.092
H 8.131 6.962 13.663
O 11.377 9.319 12.462
H 12.181 8.798 12.346
H 11.555 9.896 13.214
O 9.694 9.718 9.885
H 10.541 9.563 9.448
H 9.521 10.657 9.743

Atomic partial charges in e from the Mulliken method, atoms 1 to 2: number 1, Li, carries 0.84; number 2, O, carries -0.56

=====

Entry 2:
Below is a 5-piece molecular cluster, H12NO4 overall in a non-equilibrium geometry, with properties calculated with the ωB97M-V functional and the def2-TZVPD basis.

Summary:
<S²>   0.757
Multiplicity   2
Frontier orbital gap (alpha / beta)   0.468 / 0.130 Ha
HOMO level (alpha / beta)   -20.22 / -18.86 eV
Total charge   +2

Geometry (Å):
N 1.856 -0.764 0.476
H 1.332 -0.702 -0.389
H 1.344 -0.137 1.102
H 2.821 -0.481 0.289
H 1.782 -1.782 0.605
H -0.879 -0.780 -2.015
H 0.269 0.045 -2.189
O -0.056 -0.604 -1.520
H 1.800 3.162 -0.335
H 0.281 2.652 -0.345
O 1.212 2.390 -0.408
H -2.626 -1.686 1.049
H -1.588 -2.589 1.528
O -1.819 -2.109 0.712
H -1.944 1.329 1.284
H -2.046 0.641 -0.178
O -1.738 1.416 0.332

Atomic partial charges in e from the Mulliken method, atoms 1 to 2: number 1, N, carries -0.35; number 2, H, carries 0.21

=====

Entry 3:
Below is H12NaO6 as an isolated structure, with properties calculated with the ωB97M-V functional and the def2-TZVPD basis.

Summary:
Multiplicity   1
Frontier orbital gap   0.385 Ha
HOMO level   -13.97 eV
Total charge   +1

Geometry (Å):
Na -0.106 -0.340 0.328
O -0.532 1.627 -1.261
H -0.900 2.387 -0.793
H 0.042 2.004 -1.939
O -0.987 0.029 2.741
H -1.177 0.878 3.158
H -1.772 -0.509 2.908
O 1.496 1.588 1.000
H 1.987 2.379 0.749
H 1.698 1.467 1.936
O -2.481 -0.332 -2.664
H -2.145 -0.951 -2.009
H -2.056 0.506 -2.443
O 2.117 -1.482 0.752
H 2.167 -1.373 1.710
H 2.846 -0.954 0.404
O -0.252 -2.011 -1.350
H -0.071 -2.117 -2.292
H 0.127 -2.797 -0.933

Atomic partial charges in e from the Mulliken method, atoms 1 to 2: number 1, Na, carries 0.78; number 2, O, carries -0.59

=====

Entry 4:
Below is a 6-piece molecular cluster, H12O5S2 overall in a non-equilibrium geometry, with properties calculated with the ωB97M-V functional and the def2-TZVPD basis.

Summary:
<S²>   0.752
Multiplicity   2
Frontier orbital gap (alpha / beta)   0.088 / 0.281 Ha
HOMO level (alpha / beta)   0.18 / -5.08 eV
Total charge   -1

Geometry (Å):
S 3.513 -2.718 -0.184
S 1.785 -1.593 -0.628
H 4.031 -2.735 -1.420
H 0.933 -2.585 -0.344
H 1.296 1.658 -3.045
H -0.178 1.752 -2.918
O 0.563 2.221 -3.321
H -3.786 3.950 3.493
H -5.052 4.836 3.614
O -4.532 4.160 4.061
H -0.769 1.130 1.497
H -0.740 2.464 0.766
O -0.733 1.511 0.609
H -2.485 -0.340 -1.514
H -1.934 1.004 -1.134
O -2.325 0.533 -1.894
H -2.757 -0.640 1.621
H -1.795 -1.842 1.705
O -1.865 -0.888 1.917

Atomic partial charges in e from the Mulliken method, atoms 1 to 2: number 1, S, carries -0.48; number 2, S, carries -0.52

=====

Entry 5:
Below is a 6-piece molecular cluster, H12O6 overall in a non-equilibrium geometry, with properties calculated with the ωB97M-V functional and the def2-TZVPD basis.

Summary:
<S²>   0.750
Multiplicity   2
Frontier orbital gap (alpha / beta)   0.115 / 0.417 Ha
HOMO level (alpha / beta)   0.37 / -7.89 eV
Total charge   -1

Geometry (Å):
O 15.296 4.675 -10.524
H 15.514 3.749 -10.632
H 16.028 5.142 -10.928
O 18.906 -0.522 -9.355
H 19.185 -0.520 -10.270
H 19.534 0.049 -8.911
O 15.010 3.449 -5.698
H 15.789 2.970 -5.416
H 14.641 2.914 -6.402
O 14.520 1.471 -11.211
H 15.007 1.292 -12.015
H 15.189 1.498 -10.526
O 16.487 -2.207 -9.285
H 17.361 -1.825 -9.362
H 16.562 -2.838 -8.570
O 16.392 1.632 -9.063
H 16.682 2.216 -8.362
H 16.585 0.753 -8.738

Atomic partial charges in e from the Mulliken method, atoms 1 to 2: number 1, O, carries -0.74; number 2, H, carries 0.36

=====

Entry 6:
Below is a 6-piece molecular cluster, H12O6 overall, with properties calculated with the ωB97M-V functional and the def2-TZVPD basis.

Summary:
Multiplicity   1
Frontier orbital gap   0.430 Ha
HOMO level   -11.50 eV
Total charge   0

Geometry (Å):
O 5.681 -3.262 -0.500
H 4.791 -3.407 -0.179
H 5.962 -2.453 -0.073
O -0.116 0.554 -0.203
H 0.656 0.173 0.216
H -0.072 1.485 0.015
O -1.076 0.893 -5.112
H -1.431 1.665 -4.671
H -1.041 0.222 -4.430
O -3.724 -2.095 0.588
H -2.943 -1.697 0.203
H -3.392 -2.832 1.099
O 2.264 -2.086 3.186
H 2.635 -1.457 3.806
H 2.126 -2.879 3.704
O -3.285 6.084 0.762
H -3.522 5.503 0.039
H -3.512 5.590 1.550

Atomic partial charges in e from the Mulliken method, atoms 1 to 2: number 1, O, carries -0.64; number 2, H, carries 0.32

=====

Entry 7:
Below is a 6-piece molecular cluster, H12O6 overall in a non-equilibrium geometry, with properties calculated with the ωB97M-V functional and the def2-TZVPD basis.

Summary:
Multiplicity   1
Frontier orbital gap   0.385 Ha
HOMO level   -11.10 eV
Total charge   0

Geometry (Å):
H -0.164 0.200 -1.209
H 1.082 1.064 -1.228
H -3.075 -1.443 0.989
H -3.318 -0.244 -0.072
H 3.248 -1.494 0.676
H 4.521 -1.971 -0.166
H -0.327 0.733 2.145
H 0.553 1.843 1.697
H -0.842 -3.364 -1.083
H -0.908 -1.950 -0.314
H -0.034 3.582 -1.315
H 1.295 2.660 -1.221
O 0.355 0.864 -1.812
O -3.715 -0.819 0.679
O 3.959 -2.146 0.680
O -0.042 1.627 2.315
O -1.340 -2.554 -0.968
O 0.530 3.075 -0.757

Atomic partial charges in e from the Mulliken method, atoms 1 to 2: number 1, H, carries 0.27; number 2, H, carries 0.29

=====

Entry 8:
Below is a 6-piece molecular cluster, H12O6 overall in a non-equilibrium geometry, with properties calculated with the ωB97M-V functional and the def2-TZVPD basis.

Summary:
Multiplicity   1
Frontier orbital gap   0.381 Ha
HOMO level   -10.45 eV
Total charge   0

Geometry (Å):
O 4.097 -1.250 -1.609
H 3.390 -1.077 -2.213
H 4.808 -1.528 -2.264
O -3.101 -0.523 0.885
H -2.654 0.119 0.286
H -3.975 -0.195 0.888
O 0.607 0.410 -0.697
H 1.246 0.709 -1.334
H -0.225 0.869 -0.779
O -0.161 0.930 2.031
H -0.213 0.567 1.216
H 0.695 0.605 2.402
O -1.903 1.394 -0.403
H -2.492 1.450 -1.160
H -2.093 2.109 0.265
O 0.642 -1.903 0.735
H 0.739 -1.131 0.165
H 0.591 -1.563 1.585

Atomic partial charges in e from the Mulliken method, atoms 1 to 2: number 1, O, carries -0.61; number 2, H, carries 0.29

=====

Entry 9:
Below is a 6-piece molecular cluster, H12O6 overall, with properties calculated with the ωB97M-V functional and the def2-TZVPD basis.

Summary:
Multiplicity   1
Frontier orbital gap   0.389 Ha
HOMO level   -10.60 eV
Total charge   0

Geometry (Å):
H 0.210 -1.363 -1.236
H 0.607 -2.300 -0.107
H 4.781 0.239 2.012
H 3.729 0.803 1.072
H -3.900 -1.130 0.202
H -5.357 -1.240 0.620
H -2.365 2.227 -1.088
H -3.021 2.502 0.255
H 2.980 0.301 -0.750
H 4.250 -0.500 -0.985
H -1.067 1.037 -0.219
H -0.817 0.543 1.197
O 0.956 -1.605 -0.676
O 4.400 0.114 1.135
O -4.637 -1.750 0.231
O -3.122 1.976 -0.547
O 3.505 -0.104 -1.450
O -1.130 0.250 0.333

Atomic partial charges in e from the Mulliken method, atoms 1 to 2: number 1, H, carries 0.29; number 2, H, carries 0.30

=====

Entry 10:
Below is a 9-piece molecular cluster, H12O6 overall in a non-equilibrium geometry, with properties calculated with the ωB97M-V functional and the def2-TZVPD basis.

Summary:
Multiplicity   1
Frontier orbital gap   0.329 Ha
HOMO level   -10.32 eV
Total charge   0

Geometry (Å):
H 0.962 1.110 0.383
H 2.070 1.272 1.580
H 0.265 -1.891 -0.665
H -0.456 -1.845 0.746
H 0.100 1.118 -1.157
H -1.107 1.638 -0.327
H -3.435 0.847 0.322
H -1.803 -0.579 -0.232
H 2.502 -0.340 -2.284
H 1.767 -0.057 -0.871
H 0.166 0.081 0.923
H -0.094 -0.727 2.357
O 1.787 0.518 0.721
O -0.646 -2.005 -0.236
O -0.086 1.901 -0.613
O -2.726 0.369 -0.729
O 1.307 -0.930 -1.478
O -0.574 -0.479 1.561

Atomic partial charges in e from the Mulliken method, atoms 1 to 2: number 1, H, carries 0.47; number 2, H, carries 0.38

=====

Entry 11:
Below is a 6-piece molecular cluster, H12O6 overall in a non-equilibrium geometry, with properties calculated with the ωB97M-V functional and the def2-TZVPD basis.

Summary:
Multiplicity   1
Frontier orbital gap   0.405 Ha
HOMO level   -10.89 eV
Total charge   0

Geometry (Å):
O -0.157 -2.900 -1.721
H -0.287 -2.616 -0.809
H -1.032 -2.955 -2.145
O 0.182 1.764 -1.535
H 0.882 1.126 -1.461
H -0.672 1.368 -1.590
O 1.382 2.222 2.751
H 2.269 2.508 2.510
H 1.239 1.350 2.343
O -0.680 -1.143 0.564
H 0.091 -0.754 1.004
H -1.118 -0.421 0.123
O -2.300 0.633 -1.067
H -3.043 0.045 -1.082
H -2.568 1.528 -0.859
O 1.744 -0.506 1.332
H 2.071 -1.331 1.003
H 1.994 0.083 0.643

Atomic partial charges in e from the Mulliken method, atoms 1 to 2: number 1, O, carries -0.64; number 2, H, carries 0.35

=====

Entry 12:
Below is a 6-piece molecular cluster, H12O6 overall in a non-equilibrium geometry, with properties calculated with the ωB97M-V functional and the def2-TZVPD basis.

Summary:
Multiplicity   1
Frontier orbital gap   0.417 Ha
HOMO level   -11.02 eV
Total charge   0

Geometry (Å):
O -24.295 14.535 19.692
H -23.432 14.919 19.769
H -24.467 13.887 20.358
O -26.239 14.241 17.653
H -25.708 14.484 18.443
H -26.316 15.081 17.199
O -22.431 15.714 17.815
H -22.689 16.318 17.084
H -22.811 14.860 17.591
O -21.718 14.893 20.765
H -21.530 15.819 20.553
H -21.029 14.641 21.364
O -23.022 12.401 21.738
H -22.788 13.284 21.755
H -22.821 12.181 20.864
O -23.491 13.322 17.251
H -24.431 13.389 17.070
H -23.421 12.739 18.016

Atomic partial charges in e from the Mulliken method, atoms 1 to 2: number 1, O, carries -0.61; number 2, H, carries 0.34

=====

It is found that the ΔE to the lowest compared entry with this formula, charge and spin values, taken in the order of the records, are 0.2263 0.7033 0.5775 1.3180 0.7209 1.8151 3.1747 2.0174 2.1035 10.7646 1.4048 1.0861 eV.
It is found that the calculated total energy values, taken in the order of the records, are -466.05282 -362.10813 -620.79715 -1179.73759 -458.60789 -458.60577 -458.55581 -458.59834 -458.59517 -458.27688 -458.62085 -458.63256 a.u..